Computed, not measured: C46H60Cl3N5P2PbSi as an isolated structure in a non-equilibrium geometry, with ωB97M-V/def2-TZVPD.

Properties
Spin multiplicity: 1
Energy in Eh: -4607.338686
Energy relative to the best compared isomer or geometry (same formula, charge and spin) in kcal/mol: 576.0
HOMO-LUMO gap (alpha / beta) in eV: 6.0 / 6.3
LUMO (alpha / beta) in eV: -1.189 / -0.958

Last column: Mulliken charge in e.
CARTESIAN COORDINATES (ANGSTROEM)
C -3.5975 -1.4534 3.0962  -0.38
C 3.6600 -2.5113 -0.6938  0.07
H 0.5684 -4.6511 3.4103  0.70
H -1.4844 4.5905 -3.6856  0.24
H 2.4858 1.4170 2.3970  -0.14
H -3.0650 1.1578 1.0465  0.45
N -2.2465 -5.6934 -0.5268  -0.61
H -1.8084 -4.8099 2.7294  0.36
C 3.1425 0.6409 1.9970  0.37
H 0.2285 -2.9458 4.2847  0.39
H 5.2898 -4.4620 1.5392  0.85
C 0.6259 5.0522 2.2859  -1.13
Si -0.5535 1.1580 1.3336  0.76
H 5.7682 3.3889 2.1340  0.59
C -4.3322 -2.6501 3.7231  -0.88
H -4.2510 -0.5789 3.0813  0.58
H 1.1642 -4.3711 -0.8021  0.59
H 2.7793 -4.0771 4.2964  0.63
H 2.5333 -0.2638 1.9180  -0.33
H 0.2515 5.8135 2.9591  0.41
P -0.3908 -2.2011 1.4484  -0.67
H 1.7456 -5.4114 2.3509  0.76
Cl 3.7797 -3.2033 -2.2770  -0.17
H 4.7334 2.2588 -3.2502  0.56
H -2.2045 -3.5374 0.8074  -1.14
H 0.0696 1.9648 4.0806  0.33
C 1.5639 -3.9132 0.0995  1.17
C 0.3617 -1.1322 5.3756  -1.27
H -2.7201 -1.1920 3.6940  -0.11
H 4.6799 1.0350 -1.9795  0.33
Cl 6.2851 -2.5978 0.0650  -0.18
C 0.1772 -1.8704 4.2197  -0.71
C 1.3235 -4.4527 2.6500  -2.21
C 0.5664 -3.8585 1.3511  0.05
H 3.9723 -5.4379 1.8437  0.61
H 2.9996 2.2508 -5.0972  0.40
C 0.0905 0.8813 4.1091  -0.32
C 2.7222 -4.4778 0.6257  -1.35
H -4.0181 -2.1488 1.1098  0.71
H -3.8852 -4.7546 3.9991  0.47
N -1.4451 1.5144 -1.9560  -0.31
H 1.7612 0.9888 -5.1321  0.46
C 4.0594 1.6559 -2.6322  -1.60
H 3.8685 0.1166 -4.1270  0.45
C 4.6599 -3.1597 0.2514  -0.41
H 5.1119 2.5787 -0.0524  0.61
H -5.3919 -2.6084 3.4616  0.38
C -0.1187 0.1660 2.9249  0.65
C -2.3962 -2.5812 -1.8330  0.60
H 0.8028 3.1236 -4.2848  0.33
C 0.3291 0.2518 5.3181  -1.09
C -2.4664 -4.9024 -1.3420  0.39
H 3.0756 4.5348 0.0372  0.32
H -0.2510 -4.5347 1.0868  0.82
H -4.2576 -4.3308 2.3351  0.36
H -1.9137 4.9544 -2.0111  0.29
P 2.2805 1.7058 -0.4473  0.10
C 1.4353 2.5113 -3.6358  0.76
N -3.5116 -4.3245 -4.6629  -0.55
H -2.4403 2.7957 1.2050  0.56
C 4.2847 0.4074 2.9834  -1.03
H 2.3155 -2.0542 0.6893  -0.75
C -2.6938 -3.8642 -2.2739  0.09
C -0.0565 -1.2474 2.9886  1.38
C -3.1509 -1.8052 1.6797  -0.52
H -3.9135 3.4112 -2.2079  0.28
H 2.8481 4.0984 -3.3070  0.54
C 3.1953 2.6119 -1.7968  0.15
H 0.4884 0.8370 6.2154  0.39
H 4.0146 3.2797 2.1489  0.05
H 1.5712 4.0193 -2.0929  0.43
H -3.4289 3.0173 -3.8620  0.32
C 4.9301 2.6898 2.1011  -0.70
C 2.3531 1.6254 -4.4714  -1.40
C -2.1786 2.2904 -2.3720  0.04
C 4.9607 1.9039 0.7891  -1.03
H -0.8737 3.6418 2.8307  0.47
H -2.9936 5.4434 -3.3244  0.36
C 1.7294 5.3075 1.4869  -0.74
C -2.3409 1.7749 1.5797  -1.74
C -3.1467 -4.1197 -3.5877  -0.17
H 2.2229 6.2706 1.5232  0.46
H 4.9872 -0.3120 2.5523  0.29
C 3.7989 -3.5500 2.5138  -0.71
C 2.5182 -3.6319 3.3324  0.53
H 4.5985 -5.1874 0.3410  0.69
H 3.8896 -0.0378 3.9004  0.33
H 6.0452 1.5256 3.5491  0.41
H 4.5008 -2.8965 3.0458  0.49
H 0.5345 -1.6415 6.3155  0.43
Pb -0.0111 -0.3242 -0.8583  1.29
H 2.5665 0.1318 -2.9416  -0.19
H -1.7755 -3.4059 3.8097  0.02
H 3.8605 3.3249 -1.3065  0.51
H 3.9615 0.1379 0.0760  -0.18
C 0.0021 3.8176 2.2154  -0.13
Cl 4.0524 -4.2237 1.1588  -1.68
C 2.2072 4.3174 0.6455  -0.51
H -4.2666 -2.5862 4.8117  0.36
H 2.1966 -2.6083 3.5161  -0.50
C -2.2543 -3.8331 2.9276  0.04
C 5.0020 1.7300 3.2984  -1.11
C 2.2448 3.4111 -2.7035  -1.56
C 3.2146 0.7702 -3.5484  0.24
H 4.5429 2.2031 4.1693  0.36
H -2.7575 -0.9294 1.1624  -0.34
H 5.8224 1.2292 0.8068  0.47
C 0.4614 2.7956 1.3729  0.33
N -2.1070 -1.5540 -1.3731  -0.63
H 0.7833 1.8750 -3.0352  -0.61
N 2.2471 -2.4927 -0.2297  0.12
C 1.5982 3.0619 0.5851  0.29
H -2.6216 1.7699 2.6362  0.46
C -3.7443 -3.9871 3.2360  -1.08
C -2.0842 -2.9237 1.7025  1.10
C -3.0620 3.3310 -2.8844  -0.44
C -2.3126 4.6663 -2.9829  -0.98
C 3.6870 1.0476 0.6166  1.16


Computed, not measured: C17H34InN2O5S as an isolated structure, with ωB97M-V/def2-TZVPD.

Properties
Spin multiplicity: 1
Energy in Eh: -1742.115144
HOMO-LUMO gap in eV: 6.9
Total charge: -1
LUMO in eV: 2.432

Last column: Mulliken charge in e.
CARTESIAN COORDINATES (ANGSTROEM)
H -2.6315 2.2694 -4.2316  0.27
H -0.5949 -2.8122 3.3587  -0.40
H -5.2845 1.9030 -1.5227  0.27
H -4.9226 2.1118 -3.2418  0.31
H -1.9016 2.4328 -1.7953  0.16
H 2.7736 -1.3796 -1.4900  0.44
H 3.8422 -5.0767 -1.5513  0.31
H 2.6350 -3.4106 -2.5633  0.32
H 0.0878 -2.3975 -1.3949  0.42
H -1.7174 3.7413 -4.5693  0.31
C 0.1836 -1.3312 0.4941  -0.84
C -3.1125 1.0359 1.4932  0.65
H 0.6152 -0.7305 -1.5512  0.12
O -3.1253 2.3459 1.1435  -0.22
N 6.1131 0.3141 0.7444  -0.42
C -4.5221 2.2114 -2.2326  -1.02
H -1.2179 -4.3135 0.8802  -0.40
H -0.7266 -0.7343 0.4534  0.15
C 3.4885 -4.3430 -0.8195  -0.72
H 5.6092 -4.1941 -0.4524  0.42
In -0.1021 -3.1924 1.6850  0.75
H -3.6681 1.5504 -2.1190  0.33
C -4.2255 3.6715 -1.9804  0.85
C -3.7007 3.3768 1.9469  -0.38
C -2.7389 3.9211 2.9827  -1.09
H -3.9543 4.1532 1.2253  0.31
H -1.8267 4.2681 2.4976  0.29
H -3.1931 4.7592 3.5128  0.39
O -2.9935 4.1535 -2.2329  -0.38
C 2.1718 -2.0934 -0.9152  0.46
O -5.0686 4.4337 -1.5846  -0.60
C 0.7027 -1.6266 -0.9168  -0.67
O -2.7605 0.2432 0.6684  -0.54
C 4.6301 -3.2827 1.1887  -0.61
H 1.4611 -4.0548 -1.4306  0.35
H -4.1548 1.2947 3.4063  0.38
H 0.9408 -0.7338 1.0242  0.20
H 3.6728 -2.8623 1.4902  0.11
C 2.4011 -3.4999 -1.4970  -0.83
H -3.8545 -0.3732 2.8772  0.33
H 3.1010 1.2038 0.1651  0.50
H -2.4621 3.1609 3.7136  0.29
H -1.0098 3.8861 -2.1938  0.38
H 2.5265 -2.0642 0.1157  -0.41
H 4.8880 -2.6634 -0.8762  0.30
O 4.0681 -0.4819 0.9217  -0.06
H -0.8734 2.2639 -4.0727  0.38
H -2.5209 0.6040 3.4774  0.27
C 4.0530 0.7693 0.4229  -0.02
S 5.9528 -2.1844 1.7917  -0.21
H 4.7831 -4.1960 1.7668  0.44
N 5.2087 1.2943 0.3106  -0.48
H 1.5139 -3.9797 1.7691  -0.40
C -1.7714 2.8638 -3.9240  -1.10
H -4.6369 3.0430 2.3984  0.35
H 3.0547 -4.9159 0.0048  0.32
C 5.4015 -0.6928 1.0979  0.43
C 4.7157 -3.5794 -0.3020  -0.49
C -1.8735 3.2853 -2.4739  -0.13
C -3.4495 0.6344 2.9068  -1.13